A molecular structure, C48H96O40STi in a non-equilibrium geometry, computed with ωB97M-V/def2-TZVPD.

```
! RIJCOSX wB97M-V def2-TZVPD def2/J DEFGRID3
* xyz -1 4
Ti 0.16447 -0.67699 -1.29969
S 0.04000 -0.26839 1.46005
O -1.19802 -0.73674 2.10399
O -0.26792 0.80783 0.41736
O 1.12510 0.05664 2.43538
O 0.65624 -1.34395 0.52703
C -0.55262 -2.42033 5.22022
C -1.51530 -3.32679 4.49570
O -1.42835 -4.77899 4.75413
C -0.37915 -5.48549 4.28125
O 0.62190 -5.07170 3.79872
O -0.56175 -6.80104 4.60692
C 0.32741 -7.74594 4.02374
H 0.44298 -2.71441 4.96327
H -0.74079 -2.36487 6.28256
H -0.68576 -1.36733 4.81270
H -1.44029 -3.16789 3.45489
H -2.55637 -3.11416 4.78279
H 0.41524 -7.70797 2.92849
H -0.05294 -8.71148 4.35260
H 1.28795 -7.53834 4.50399
C -3.48391 -1.67995 -3.92959
C -4.78305 -2.39186 -3.93076
O -5.73971 -1.56414 -3.31173
C -6.12956 -1.99990 -2.13025
O -5.80700 -3.02779 -1.59752
O -6.93592 -1.05832 -1.61079
C -7.44946 -1.28627 -0.34717
H -3.09374 -1.50675 -2.93910
H -3.59962 -0.70751 -4.42312
H -2.77048 -2.31202 -4.49336
H -4.81796 -3.32846 -3.46910
H -5.11970 -2.50982 -4.95166
H -8.08823 -2.18560 -0.34378
H -8.02327 -0.44012 -0.00432
H -6.62847 -1.42371 0.34724
C -3.20571 -5.24505 1.16174
C -3.11923 -3.93084 0.32978
O -2.17540 -4.13432 -0.70730
C -1.27700 -3.32030 -1.18673
O -1.12982 -2.17616 -0.83034
O -0.51214 -3.94564 -2.02377
C -0.65219 -5.33411 -2.28737
H -2.34716 -5.42074 1.78879
H -3.53010 -6.15412 0.61790
H -4.05201 -5.03256 1.83812
H -2.70109 -3.14760 0.97180
H -4.13619 -3.68797 -0.02601
H -0.76936 -5.88856 -1.33374
H 0.22476 -5.76588 -2.80545
H -1.59104 -5.47546 -2.87774
C 2.26251 -4.54312 0.35559
C 3.11601 -3.59447 -0.48349
O 4.48548 -3.59982 -0.05116
C 5.26088 -4.40183 -0.69894
O 5.03705 -5.17452 -1.60128
O 6.51484 -4.18548 -0.17489
C 7.54387 -4.95699 -0.69249
H 1.25161 -4.59206 -0.00659
H 2.24614 -4.01573 1.33929
H 2.69039 -5.51644 0.36181
H 2.87909 -2.53533 -0.37628
H 3.01017 -3.98164 -1.47946
H 8.25968 -4.95277 0.15909
H 8.10961 -4.57783 -1.57626
H 7.17228 -5.98463 -0.80607
C 2.44527 -3.62914 -4.99856
C 2.03851 -3.13358 -3.65407
O 1.34777 -1.95278 -3.87792
C 1.89629 -0.70413 -3.46532
O 2.16360 -0.75452 -2.13191
O 3.12890 -0.44428 -4.32029
C 4.15683 0.36106 -3.69354
H 3.10418 -2.93865 -5.60609
H 1.62119 -3.88975 -5.66497
H 3.10413 -4.51408 -4.81742
H 2.99544 -3.15026 -3.12480
H 1.40350 -3.96685 -3.31025
H 5.07440 0.08795 -4.29378
H 4.36398 -0.01231 -2.70988
H 3.81074 1.40700 -3.84393
C -3.30338 7.59728 -2.18355
C -3.64905 6.82544 -3.41645
O -2.97055 5.58588 -3.55277
C -3.53378 4.40373 -3.22522
O -4.67926 4.13620 -3.29810
O -2.53772 3.56996 -2.92010
C -2.89662 2.22452 -2.65740
H -2.22323 7.71121 -2.16649
H -3.68478 6.96488 -1.37097
H -3.77708 8.58230 -2.20187
H -3.31878 7.31164 -4.34544
H -4.70964 6.57905 -3.52826
H -3.49131 2.20058 -1.67748
H -1.98347 1.59051 -2.69855
H -3.50749 1.94675 -3.53629
C -0.99910 -0.07619 -7.17064
C -0.48974 0.63648 -5.98257
O 0.50215 -0.03478 -5.27278
C 0.67022 0.36497 -3.88542
O -0.44669 0.16178 -3.12465
O 1.02245 1.74979 -3.89514
C 0.86963 2.40675 -2.63086
H -1.81371 0.45435 -7.63547
H -1.29428 -1.03542 -6.82906
H -0.23870 -0.22691 -7.91037
H -1.37828 0.66812 -5.33218
H -0.13927 1.63096 -6.24467
H 1.78048 2.96368 -2.44323
H 0.80682 1.65043 -1.83849
H -0.00468 3.07736 -2.65453
C 2.36523 3.11087 2.47566
C 2.32332 2.88399 0.94868
O 3.10705 3.86063 0.18319
C 2.57031 5.04535 0.00043
O 1.62316 5.54395 0.57621
O 3.31376 5.67442 -0.94593
C 2.61048 6.76958 -1.60896
H 3.35796 3.28449 2.77900
H 2.05982 2.12439 2.79940
H 1.63584 3.84299 2.75675
H 1.25175 2.85254 0.69037
H 2.72671 1.92596 0.68504
H 1.65014 6.42242 -2.05983
H 3.25470 7.13205 -2.40874
H 2.41165 7.43619 -0.82300
C -3.96447 -0.22669 0.19384
C -3.53315 1.14062 0.81602
O -4.58869 1.77802 1.64503
C -5.68010 2.17708 1.00138
O -6.73870 2.47503 1.45901
O -5.46137 2.21775 -0.29984
C -6.58555 2.57772 -1.11866
H -4.56571 -0.83076 0.83355
H -3.05232 -0.78156 -0.03110
H -4.49815 -0.14366 -0.80203
H -3.22120 1.88034 0.10676
H -2.69871 1.04925 1.52241
H -7.01769 3.45404 -0.60414
H -7.27430 1.76796 -1.17572
H -6.12812 2.89790 -2.02670
C -5.76157 5.80266 3.55559
C -4.64670 4.79362 3.11844
O -4.31393 5.18617 1.74415
C -3.27483 4.73435 1.05529
O -3.19217 4.68276 -0.11993
O -2.30074 4.37100 1.86214
C -1.00366 4.01877 1.47471
H -6.74363 5.55188 3.11103
H -5.41787 6.83664 3.42514
H -5.91148 5.58572 4.59479
H -4.99008 3.74188 3.04775
H -3.82080 4.89036 3.83205
H -0.71699 4.37230 0.51035
H -0.84669 2.92096 1.48660
H -0.36974 4.37141 2.31008
C 8.04825 3.28107 2.10155
C 6.51906 3.43386 2.15007
O 5.85964 2.29112 2.64315
C 5.43934 1.43485 1.67031
O 5.78124 1.50755 0.53781
O 4.61951 0.53363 2.16041
C 4.03711 -0.40483 1.22796
H 8.57526 4.17051 1.88266
H 8.35596 2.57152 1.35590
H 8.34497 2.93937 3.11686
H 6.21381 3.62047 1.10989
H 6.22576 4.26232 2.80587
H 3.85855 0.03921 0.27327
H 3.18566 -0.80832 1.68336
H 4.72232 -1.21658 0.95773
C 3.38411 0.96231 5.43573
C 4.72687 0.36617 5.90517
O 4.43139 -0.64215 6.89734
C 4.33727 -1.86827 6.56058
O 4.17863 -2.73804 7.37542
O 4.41843 -2.07128 5.23542
C 3.98752 -3.36926 4.85847
H 3.48579 2.04205 5.19201
H 2.68224 0.84409 6.26876
H 3.01262 0.37842 4.63064
H 5.27319 1.08942 6.46201
H 5.37439 0.01725 5.15728
H 4.82378 -3.75262 4.29720
H 3.09994 -3.32269 4.20527
H 3.72084 -4.00893 5.73771
*
```

Summary:
lowest unoccupied orbital energy (alpha / beta): 1.77 / -1.60 eV
Kohn-Sham gap (alpha / beta): 5.4 / 5.0 eV
HOMO energy (alpha / beta): -3.635 / -6.568 eV

A molecular structure, H40O20Rb in a non-equilibrium geometry, computed with ωB97M-V/def2-TZVPD.

```
! RIJCOSX wB97M-V def2-TZVPD def2/J DEFGRID3
* xyz 1 1
Rb -0.08821 0.23827 0.23830
O 1.38259 2.06911 -1.48471
H 0.85678 2.86242 -1.38270
H 1.26969 1.82276 -2.40276
O 3.80205 1.45509 -0.68668
H 2.91515 1.49399 -1.04462
H 4.10310 2.36370 -0.69212
O -3.44199 0.16423 -2.33240
H -3.99174 -0.33473 -2.93658
H -2.74796 -0.44496 -2.08058
O 1.54065 0.54574 -3.75372
H 2.04182 0.09567 -4.43380
H 1.58505 -0.03834 -2.99668
O -0.72381 3.88005 -0.97247
H -1.00262 4.46814 -1.67437
H -1.52575 3.43368 -0.70065
O 0.34050 2.67093 2.23753
H -0.45257 3.00869 2.65368
H 0.76650 3.44493 1.86918
O -2.44331 1.32593 3.93474
H -2.08835 2.21399 3.97479
H -1.74974 0.80849 3.52553
O -0.76559 -2.82205 0.61802
H -1.19108 -3.34313 1.29896
H 0.16944 -2.98821 0.73779
O -2.76246 2.31097 -0.52763
H -3.28571 2.07004 0.23682
H -3.08465 1.74314 -1.22762
O 1.49389 -3.27694 2.49258
H 0.78821 -3.20915 3.13573
H 2.29640 -3.18673 3.00645
O 3.72214 2.47429 -3.55501
H 3.98729 1.88536 -4.26147
H 3.30025 1.90375 -2.91257
O -1.91953 -1.92506 -1.61060
H -1.45552 -2.27115 -0.84827
H -1.64740 -2.48980 -2.33396
O -2.85843 -0.71966 0.64480
H -2.67754 -1.21296 -0.15531
H -3.18499 -1.37452 1.26184
O 4.58752 -0.23321 1.55747
H 4.53535 0.12407 2.44395
H 4.39819 0.51171 0.98696
O -0.29110 -0.32211 3.25940
H -0.25388 -1.22957 3.56167
H 0.40756 0.12027 3.74149
O -0.75990 -2.79828 4.01839
H -0.72251 -3.49189 4.67697
H -1.49331 -3.04261 3.45391
O -3.99193 1.51709 1.72095
H -4.00770 0.80905 1.07702
H -3.30453 1.26533 2.33766
O -1.25864 -1.17226 -4.73734
H -1.18819 -2.12637 -4.70675
H -0.38991 -0.85926 -4.48521
O 2.28051 -1.59723 0.45051
H 3.10572 -1.19633 0.72349
H 2.14928 -2.31890 1.06549
O 1.46741 -1.34981 -2.07413
H 2.00653 -1.58462 -1.31885
H 1.45095 -2.14107 -2.61252
*
```

Summary:
lowest unoccupied orbital energy: -3.48 eV
Kohn-Sham gap: 9.5 eV
HOMO energy: -12.947 eV
relative energy (zero: lowest compared OMol25 entry of this formula, charge and spin): 0.0 kcal/mol

In eV, the total energy values for the records above are, in order, -167183.1024; -42253.1052.